92
Properties=species:S:1:pos:R:3:mulliken_charge:R:1 method="wB97M-V/def2-TZVPD" e_homo_ev=-9.4 de_lowest_kj_mol=382.96 fmax_ev_per_a=4.520 lumo_energy_ha=0.0025
O 20.9200 -19.8870 -1.0230 -0.409
H 20.1370 -19.5620 -1.4980 0.292
H 21.6540 -19.6460 -1.5940 0.110
O 20.9790 -19.6760 1.7240 -0.631
H 20.4950 -19.1080 1.1890 0.307
H 21.6210 -20.1290 1.1560 0.323
O 19.6940 -22.1730 0.3920 -0.674
H 20.0190 -21.2610 0.1420 0.244
H 19.5910 -22.5830 -0.4180 0.196
O 21.4080 -25.0360 -3.2560 -0.683
H 21.3450 -25.9680 -3.2920 0.288
H 22.3110 -24.8130 -3.1570 0.135
C 26.7010 -21.8740 -3.9330 -0.720
C 26.4900 -21.2160 -2.5370 -0.025
O 25.6750 -20.0050 -2.5810 -0.588
O 25.3950 -22.2140 -4.3560 -0.501
H 27.1090 -22.8850 -3.8030 0.377
H 27.3370 -21.2010 -4.4240 0.361
H 27.3900 -20.9140 -2.0180 0.578
H 26.0950 -21.8310 -1.8020 -0.131
H 25.8360 -19.5210 -1.7910 0.265
H 24.8000 -21.4370 -4.2760 0.289
C 20.1280 -22.8020 3.5280 0.762
C 19.5400 -22.9950 4.8690 -0.739
O 20.2190 -22.2120 5.7710 -0.560
O 19.8030 -23.8260 2.6750 -0.599
H 21.2210 -22.7150 3.6190 -0.471
H 19.8750 -21.8650 3.0770 0.262
H 19.6400 -24.0650 5.1640 0.251
H 18.4950 -22.8510 4.8890 0.414
H 21.0740 -22.6450 5.8260 0.321
H 20.0750 -23.3650 1.8550 0.278
C 20.2670 -25.6690 -0.3550 -0.759
C 21.2770 -26.8440 -0.0510 -0.197
O 20.4750 -28.0190 0.1500 -0.596
O 21.0540 -24.5540 -0.4560 -0.176
H 19.5870 -25.5750 0.4670 0.444
H 19.7060 -25.7200 -1.2610 0.393
H 21.7710 -26.6710 0.9030 0.140
H 22.0410 -27.0890 -0.8060 0.269
H 19.9470 -27.7960 0.9090 0.334
H 21.1700 -24.4840 -1.3520 -0.043
C 24.1030 -23.4660 2.8610 -0.660
C 23.2540 -24.7600 2.8430 0.313
O 22.8390 -25.1650 4.1030 -0.613
O 24.6710 -22.9610 1.6980 -0.630
H 24.9430 -23.5360 3.4600 0.514
H 23.5340 -22.5720 3.2880 0.177
H 23.8370 -25.5530 2.3810 0.390
H 22.2790 -24.6450 2.2910 -0.306
H 22.1010 -25.7950 4.0610 0.370
H 23.9780 -22.8320 1.0850 -0.069
C 25.2030 -18.5210 0.5140 -0.384
C 24.4100 -19.8240 0.2470 -0.559
O 23.5990 -20.0980 1.3430 -0.624
O 26.1120 -18.2880 -0.5550 -0.572
H 25.8580 -18.6050 1.4060 0.342
H 24.5770 -17.6540 0.6410 0.283
H 25.0430 -20.6520 -0.0190 0.372
H 23.6190 -19.7140 -0.4680 0.327
H 24.1080 -20.6320 1.9810 0.231
H 26.7030 -17.5750 -0.2650 0.322
C 23.2480 -22.5900 -1.4720 -0.395
C 24.0090 -23.8550 -1.6150 -1.032
O 24.2110 -24.2830 -2.9310 -0.618
O 22.8360 -22.2640 -0.1820 2.147
H 22.3710 -22.6440 -1.9960 0.660
H 23.6080 -21.7660 -2.0870 0.568
H 23.4410 -24.6680 -1.1220 0.254
H 25.0470 -23.7040 -1.1890 0.287
H 24.4460 -23.4960 -3.5070 0.366
H 21.9860 -22.6850 -0.1500 -0.625
C 19.2550 -19.9900 -4.4560 -0.624
C 20.7390 -20.3610 -4.4520 0.726
O 21.0710 -20.8040 -5.7780 -0.661
O 18.8050 -20.0200 -3.1610 -0.508
H 18.8070 -20.7790 -5.0730 0.312
H 19.1670 -18.9860 -4.9600 0.294
H 21.0310 -21.1820 -3.8060 -0.405
H 21.3600 -19.4960 -4.2510 0.223
H 21.8800 -21.3360 -5.6130 0.230
H 18.7220 -20.9220 -2.8400 0.289
C 21.7770 -23.4770 -6.3520 -0.431
C 22.4640 -24.8420 -6.6140 -0.311
O 22.0850 -25.4680 -7.7490 -0.572
O 22.2140 -23.1050 -5.1000 -0.220
H 20.6570 -23.4490 -6.3970 0.275
H 22.0690 -22.8560 -7.1840 0.473
H 22.3270 -25.5570 -5.8050 0.259
H 23.5910 -24.8160 -6.7930 0.172
H 22.1300 -24.9210 -8.5300 0.320
H 22.0120 -23.8050 -4.4360 0.192